{
  "formula": "C4H8O3",
  "method": "the ωB97M-V functional and the def2-TZVPD basis",
  "elements": ["C", "O", "C", "O", "C", "C", "O", "H", "H", "H", "H", "H", "H", "H", "H"],
  "xyz": [[1.2123, -2.1423, -1.0180], [0.7438, -1.4983, 0.1639], [0.0981, -0.3387, -0.0302], [-0.1193, 0.0925, -1.1792], [-0.2481, 0.3984, 1.1531], [-1.3050, 1.3998, 0.8669], [-0.4453, 2.3760, 0.0575], [1.8637, -1.4765, -1.5914], [1.7659, -3.0171, -0.6732], [0.3744, -2.4452, -1.6519], [-0.1604, -0.0687, 2.1275], [0.3620, 1.7997, 0.6359], [-2.1200, 1.1241, 0.1925], [-1.6560, 1.9601, 1.7309], [-0.3661, 1.8361, -0.7844]],
  "forces_ev_per_a": [[0.1038, -0.1448, -0.1914], [-0.0649, 0.1030, 0.0626], [-0.0049, 0.2098, -0.0567], [0.0151, -0.1069, 0.2654], [-0.1000, -0.1742, 0.0593], [-0.0657, -0.0057, 0.0884], [0.1532, -0.0189, -0.1111], [-0.0811, -0.1100, 0.0876], [-0.0871, 0.1321, -0.0843], [0.1277, 0.0308, 0.0865], [-0.0153, 0.0530, -0.1648], [-0.0711, 0.0447, -0.1646], [0.0710, 0.0111, 0.1250], [-0.0094, -0.1100, -0.1005], [0.0286, 0.0860, 0.0988]],
  "mulliken_charge": [-0.6128, -0.3533, 1.1999, -0.7731, -1.3188, -0.2339, -0.4851, 0.2896, 0.2196, 0.2720, 0.3215, 0.5150, 0.2453, 0.2598, 0.4544],
  "orbital_gap_ha": 0.344,
  "multiplicity": 1,
  "relative_energy_ev": 3.333,
  "total_energy_ev": -10417.6705,
  "homo_energy_ha": -0.3123,
  "largest_force_ev_per_a": 0.3
}

---

{
  "formula": "C2H4NP",
  "method": "the ωB97M-V functional and the def2-TZVPD basis",
  "elements": ["C", "C", "N", "P", "H", "H", "H", "H"],
  "xyz": [[0.5154, 0.1036, -0.1422], [0.2587, -0.0150, 1.2683], [1.0029, 1.0168, 0.5992], [0.0320, -0.2548, -1.8194], [-0.6530, 0.3867, 1.7272], [0.8652, -0.6015, 1.9073], [-1.0862, 0.7185, -1.9844], [-0.9350, -1.3543, -1.5560]],
  "forces_ev_per_a": [[-0.4241, 1.2753, 0.8577], [-1.1607, 0.0341, 1.7990], [0.7375, 0.4748, -2.4898], [-1.5788, -0.4306, -1.0111], [-0.0292, -0.5787, -0.1137], [0.2447, -1.0596, 0.4914], [1.1852, -0.7074, 0.4596], [1.0253, 0.9921, 0.0069]],
  "mulliken_charge": [0.1531, -0.0764, -0.4079, -0.1871, 0.1790, 0.1913, 0.0779, 0.0701],
  "orbital_gap_ha": 0.367,
  "smiles": "PC1=NC1",
  "multiplicity": 1,
  "relative_energy_ev": 1.920,
  "total_energy_ev": -12914.6091,
  "homo_energy_ha": -0.3505,
  "largest_force_ev_per_a": 2.6
}

---

{
  "formula": "C5H8N2O",
  "method": "the ωB97M-V functional and the def2-TZVPD basis",
  "elements": ["C", "C", "C", "C", "C", "H", "H", "H", "H", "H", "H", "H", "H", "N", "N", "O"],
  "xyz": [[-0.7165, -1.0524, 0.0047], [-1.3206, -0.0700, -1.0890], [-0.9898, 0.9708, 0.0288], [-1.4363, -0.1532, 1.0425], [0.5116, 0.7448, 0.0379], [1.6647, -0.9697, 1.3577], [2.9109, -0.4304, -0.7840], [-0.8209, -2.1870, 0.1886], [-1.0134, -0.0643, -2.0863], [-2.4186, -0.0942, -1.1106], [-1.5980, 2.0303, -0.2727], [-2.5920, -0.3965, 1.0307], [-1.1069, -0.1779, 2.1559], [1.8642, -1.2469, -0.0153], [0.5600, -0.6134, -0.2201], [1.4643, 1.5840, 0.1273]],
  "forces_ev_per_a": [[-3.7169, -3.2196, -0.2799], [-3.3487, -1.1840, 2.2854], [-2.2021, 2.1346, -1.6694], [-1.3019, -0.2208, 1.6363], [2.5488, 3.5757, -0.9347], [2.7467, -0.9755, -4.4375], [-3.8537, -2.0334, 3.2213], [0.1380, 1.7198, -1.0575], [1.3853, 0.1707, -1.2581], [0.0432, -0.2690, -0.0910], [2.3487, -2.6090, 1.7604], [2.3550, 0.6891, -0.0806], [-0.2428, 0.3517, -1.9273], [-0.3210, 2.0956, 3.2358], [6.4213, 2.9875, -0.3172], [-2.9999, -3.2134, -0.0858]],
  "mulliken_charge": [-0.2150, -0.7530, -0.1090, -0.5537, 0.2716, 0.2863, 0.3282, 0.3309, 0.3550, 0.3249, 0.3197, 0.2581, 0.2737, -0.7173, 0.2581, -0.6584],
  "orbital_gap_ha": 0.311,
  "multiplicity": 1,
  "relative_energy_ev": 8.589,
  "total_energy_ev": -10334.1375,
  "homo_energy_ha": -0.3207,
  "largest_force_ev_per_a": 7.1
}